Record 1
Density functional theory data (ωB97M-V with the def2-TZVPD basis set) for one molecule with the formula C2H8N2O2S.

Each line ends with the Mulliken charge.
Element x y z (Å)
C: -0.882 2.186 -0.170  -0.645
C: 1.209 -2.038 0.710  -0.610
N: -1.631 -0.273 -0.381  -0.580
N: -0.473 0.500 -0.013  -0.059
O: 1.607 0.753 1.450  -0.502
O: 0.377 -1.384 1.668  -0.275
S: 0.296 0.270 1.574  0.582
H: -0.117 2.842 0.346  0.312
H: -0.958 2.345 -1.339  0.255
H: -1.975 2.401 0.185  0.255
H: 0.702 -2.099 -0.279  0.226
H: 1.234 -3.101 1.099  0.219
H: 2.151 -1.638 0.885  0.343
H: -1.463 -1.092 -1.016  0.237
H: -2.174 -0.743 0.331  0.242

Atoms 1-3, force components in eV/Å:
C -0.97 -1.83 -1.18
C -2.16 -2.74 0.78
N 0.19 -0.81 -0.72

The orbital gap comes out at 10.0 eV. As for the total charge: 0. The value obtained for the HOMO energy is -0.3356 Eh. For the total energy, the calculation gives -739.04122 hartree.



Record 2
Density functional theory data (ωB97M-V with the def2-TZVPD basis set) for a 8-piece molecular cluster, C25H48N18O9S overall.

Each line ends with the Mulliken charge.
Element x y z (Å)
C: 3.504 -2.920 1.025  -1.000
C: 3.520 -1.493 0.519  0.558
O: 3.466 -1.291 -0.676  -0.561
N: 3.566 -0.391 1.404  0.027
C: 3.658 -0.796 2.824  -1.285
C: 2.397 0.449 1.258  -0.090
C: 2.470 1.806 1.508  -0.499
C: 1.356 2.619 1.415  -0.731
C: 0.115 2.113 1.065  0.204
C: 0.055 0.754 0.781  0.300
C: 1.164 -0.059 0.876  -0.037
S: -1.532 0.108 0.301  -0.380
C: -2.552 1.069 1.404  -0.068
C: -3.652 0.521 2.031  -0.931
C: -4.443 1.263 2.897  0.825
C: -5.635 0.676 3.631  -0.807
C: -5.885 -0.809 3.338  -1.067
C: -4.921 -1.759 3.997  0.487
N: -3.784 -1.257 4.653  -0.438
O: -5.139 -2.957 3.993  -0.639
C: -4.091 2.599 3.078  0.317
N: -4.878 3.412 3.935  -0.586
C: -2.982 3.139 2.445  -0.812
C: -2.177 2.386 1.609  0.387
N: -1.028 2.940 0.996  -0.319
H: 3.805 -3.556 0.197  0.397
H: 4.173 -3.085 1.868  0.277
H: 2.484 -3.182 1.314  0.242
H: 3.665 0.072 3.480  0.405
H: 4.576 -1.345 3.036  0.483
H: 2.815 -1.430 3.121  0.385
H: 3.413 2.255 1.794  0.483
H: 1.488 3.675 1.627  0.316
H: 1.028 -1.107 0.636  0.329
H: -3.864 -0.518 1.810  0.401
H: -6.526 1.282 3.504  0.696
H: -5.373 0.733 4.695  0.390
H: -5.883 -0.936 2.253  0.437
H: -6.908 -1.027 3.645  0.396
H: -3.345 -2.032 5.141  0.365
H: -3.087 -0.901 4.005  0.193
H: -4.376 4.267 4.143  0.251
H: -5.005 2.951 4.831  0.231
H: -2.774 4.188 2.638  0.193
H: -0.836 3.827 1.443  0.243
N: -10.422 0.609 5.541  -0.409
C: -9.242 1.292 5.623  0.581
N: -9.204 2.277 6.568  -0.383
O: -8.290 1.041 4.902  -0.527
H: -11.216 0.798 6.122  0.160
H: -10.482 -0.121 4.856  0.211
H: -8.352 2.798 6.652  0.205
H: -9.973 2.500 7.170  0.162
N: 3.278 1.006 -3.053  -0.241
C: 2.361 1.187 -4.045  0.597
N: 1.354 0.266 -4.071  -0.322
O: 2.435 2.102 -4.855  -0.688
H: 3.232 0.259 -2.380  0.204
H: 4.033 1.663 -3.000  0.182
H: 0.659 0.365 -4.790  0.218
H: 1.279 -0.490 -3.417  0.146
N: -4.331 -6.016 6.275  -0.332
C: -3.121 -6.203 5.666  0.569
N: -2.911 -5.414 4.572  -0.321
O: -2.298 -7.007 6.070  -0.662
H: -5.016 -5.357 5.952  0.188
H: -4.529 -6.574 7.084  0.201
H: -2.036 -5.516 4.093  0.178
H: -3.584 -4.748 4.234  0.213
N: 5.529 -4.366 5.875  -0.391
C: 6.096 -3.448 5.040  0.586
N: 7.374 -3.084 5.353  -0.396
O: 5.502 -2.984 4.079  -0.626
H: 5.997 -4.760 6.668  0.164
H: 4.590 -4.654 5.670  0.212
H: 7.818 -2.411 4.757  0.214
H: 7.880 -3.451 6.135  0.168
N: 3.780 -0.905 -8.193  -0.381
C: 4.884 -0.107 -8.120  0.544
N: 4.867 0.814 -7.122  -0.260
O: 5.820 -0.195 -8.904  -0.685
H: 3.002 -0.850 -7.557  0.215
H: 3.756 -1.582 -8.932  0.166
H: 5.662 1.416 -7.046  0.246
H: 4.109 0.925 -6.469  0.174
N: -0.309 1.134 -10.120  -0.402
C: 0.644 0.701 -9.237  0.588
N: 1.900 1.150 -9.463  -0.216
O: 0.372 -0.047 -8.302  -0.680
H: -0.112 1.746 -10.889  0.158
H: -1.248 0.816 -9.975  0.236
H: 2.605 0.842 -8.822  0.126
H: 2.158 1.763 -10.214  0.182
N: 5.771 3.317 -8.699  -0.375
C: 4.722 4.088 -9.108  0.646
N: 4.852 5.429 -8.865  -0.416
O: 3.739 3.618 -9.654  -0.615
H: 6.594 3.680 -8.258  0.140
H: 5.704 2.329 -8.878  0.207
H: 4.096 6.021 -9.152  0.223
H: 5.649 5.837 -8.417  0.151

Atoms 1-3, force components in eV/Å:
C 0.51 0.21 0.06
C 0.37 0.15 -0.57
O -0.19 0.14 -0.21

The orbital gap comes out at 7.9 eV. Its SMILES is CC(=O)N(C)c1ccc2c(c1)Sc1cc(CCC(N)=O)c(N)cc1N2.NC(N)=O.NC(N)=O.NC(N)=O.NC(N)=O.NC(N)=O.NC(N)=O.NC(N)=O. As for the total charge: 0. The value obtained for the HOMO energy is -0.2777 Eh. For the total energy, the calculation gives -3042.74194 hartree.



Record 3
Density functional theory data (ωB97M-V with the def2-TZVPD basis set) for C19H21BNOOs as an isolated structure.

Each line ends with the Löwdin spin population.
Element x y z (Å)
C: 1.469 -0.396 3.459  0.064
C: 2.176 0.541 2.658  0.079
C: 1.285 1.050 1.678  0.012
H: 3.211 0.830 2.813  0.003
C: 0.017 0.458 1.900  -0.001
C: 0.126 -0.394 3.022  0.002
H: -0.661 -0.968 3.510  0.000
H: 1.855 -0.996 4.274  0.007
H: 1.565 1.688 0.846  0.000
H: -0.853 0.517 1.247  0.001
C: 1.888 -1.974 -0.986  0.041
C: 2.454 -2.882 -0.057  0.153
C: 1.446 -3.222 0.917  0.088
H: 3.461 -3.282 -0.104  0.004
C: 0.233 -2.565 0.518  0.015
C: 0.540 -1.734 -0.605  0.056
H: -0.213 -1.186 -1.155  0.002
H: 2.386 -1.627 -1.888  0.000
H: 1.472 -3.960 1.719  0.007
H: -0.727 -2.739 0.981  0.001
Os: 1.374 -1.022 1.496  1.166
O: -1.245 1.329 -1.177  0.029
C: -0.648 2.598 -1.526  0.045
C: -2.153 2.486 -1.279  0.037
H: -0.049 3.073 -0.736  0.002
H: -0.340 2.722 -2.576  0.003
H: -2.497 2.875 -0.308  0.002
H: -4.420 3.933 -1.449  0.011
C: -4.244 3.353 -2.358  0.346
C: -3.096 2.526 -2.409  0.252
C: -2.843 1.780 -3.580  0.354
H: -1.958 1.142 -3.633  0.017
C: -3.731 1.858 -4.650  0.346
H: -3.536 1.256 -5.531  0.011
C: -4.853 2.688 -4.603  0.236
H: -5.536 2.741 -5.449  0.009
C: -5.094 3.444 -3.452  0.289
H: -5.953 4.104 -3.405  0.011
B: 4.784 -3.673 4.014  0.031
C: 4.254 -2.681 2.937  0.048
N: 3.942 -1.896 2.119  0.180
H: 5.835 -4.109 3.601  0.014
H: 3.951 -4.581 4.115  0.026
H: 4.924 -3.106 5.090  0.000

Atoms 1-3, force components in eV/Å:
C 0.45 1.45 1.94
C 0.67 1.85 1.55
C 0.92 1.78 -0.27

The orbital gap (alpha / beta) comes out at 2.5 / 3.8 eV. As for the multiplicity: 5. As for the total charge: +1. The value obtained for the HOMO energy (alpha / beta) is -0.2501 / -0.4049 Eh. For the total energy, the calculation gives -981.45256 hartree.



Record 4
Density functional theory data (ωB97M-V with the def2-TZVPD basis set) for one molecule with the formula C14H10ClN3OS.

Each line ends with the Mulliken charge.
Element x y z (Å)
O: -2.351 -1.841 1.413  -0.673
C: -1.555 -1.923 0.493  0.434
C: -1.482 -3.084 -0.459  0.242
C: -0.517 -2.986 -1.373  0.358
N: 0.588 -2.108 -1.390  -0.714
C: 0.540 -1.091 -0.566  0.337
C: 1.308 0.166 -0.363  -1.002
C: 0.661 1.039 0.485  0.550
C: 0.828 2.475 0.840  0.712
C: -0.295 3.379 0.912  -0.513
C: -0.159 4.706 1.372  -0.579
C: 1.142 5.112 1.691  0.321
Cl: 1.425 6.714 2.191  -0.194
C: 2.199 4.217 1.473  -0.566
C: 2.119 2.957 0.974  -0.716
N: -0.390 0.285 1.003  -0.478
N: -0.472 -0.986 0.391  0.203
C: -0.621 -4.086 -2.413  -0.580
C: -1.384 -5.233 -1.824  -0.537
S: -2.567 -4.447 -0.704  -0.146
H: 2.280 0.377 -0.847  0.352
H: -1.323 3.121 0.835  0.338
H: -1.052 5.249 1.577  0.422
H: 3.157 4.594 1.759  0.365
H: 2.908 2.346 0.861  0.588
H: -1.162 0.614 1.539  0.242
H: -1.277 -3.581 -3.199  0.198
H: 0.330 -4.392 -2.836  0.333
H: -2.030 -5.664 -2.582  0.321
H: -0.849 -5.928 -1.252  0.380

Atoms 1-3, force components in eV/Å:
O -0.01 0.71 -0.46
C -0.34 -1.60 1.21
C 0.02 2.87 1.37

The orbital gap comes out at 7.4 eV. Its SMILES is O=c1c2c(nc3cc(-c4ccc(Cl)cc4)[nH]n13)CCS2. As for the total charge: 0. The value obtained for the HOMO energy is -0.2795 Eh. For the total energy, the calculation gives -1637.33559 hartree.



What is the formula in the third record? C19H21BNOOs